No. 1
Formula: C6H8BrI
Source: the OMol25 dataset
Level of theory: ωB97M-V/def2-TZVPD

Cartesian coordinates (Å):
Br: 4.09 1.96 -0.37
C: 0.29 0.72 0.60
H: -2.92 -0.45 0.28
H: -1.55 0.89 1.65
I: 3.80 -1.45 -0.13
H: -2.19 -1.65 -1.63
H: -1.67 -1.49 0.66
H: -1.56 0.16 -1.81
C: -1.85 -0.59 0.10
C: -1.44 -0.85 -1.30
H: -1.52 1.63 -0.02
C: 1.46 0.54 0.59
H: -0.42 -1.26 -1.49
H: 3.30 0.66 1.62
C: 3.39 0.46 0.62
C: -1.21 0.73 0.63

The highest occupied orbital energy comes out at -9.577 eV. The spin multiplicity is 1. For the energy above the lowest of the compared OMol25 structures with the same formula, charge and spin, the calculation gives 273.9 kJ/mol. The HOMO-LUMO gap comes out at 9.40 eV. The LUMO energy is -0.2 eV.



No. 2
Formula: C6H8BrN
Source: the OMol25 dataset
Level of theory: ωB97M-V/def2-TZVPD

Cartesian coordinates (Å):
H: -0.59 -0.48 -2.02
C: -0.23 -1.09 0.89
H: 0.13 2.28 -1.86
C: 0.49 -0.84 -1.62
H: -0.85 -0.08 2.94
H: -1.19 2.00 1.52
H: 1.16 -0.16 -2.12
H: 0.16 -2.03 1.34
C: 0.71 -0.57 -0.16
C: -0.59 -0.01 1.83
H: 0.77 -1.86 -1.82
C: -0.69 1.12 1.13
H: -1.17 -1.58 0.54
Br: 2.50 -0.20 0.43
N: -0.18 1.24 -0.13
C: -0.44 2.26 -0.90

The highest occupied orbital energy comes out at -7.688 eV. The spin multiplicity is 1. For the energy above the lowest of the compared OMol25 structures with the same formula, charge and spin, the calculation gives 351.0 kJ/mol. The HOMO-LUMO gap comes out at 8.08 eV. The LUMO energy is 0.4 eV.



No. 3
Formula: C6H8CeOP
Source: the OMol25 dataset
Level of theory: ωB97M-V/def2-TZVPD

Cartesian coordinates (Å):
H: -0.98 3.08 1.43
C: 0.42 -1.73 -0.68
H: -0.77 -3.21 -1.82
P: -0.14 2.35 0.52
H: 0.72 -2.31 0.21
C: 0.24 -0.06 -2.86
Ce: -1.18 -0.20 -0.96
H: 1.52 1.16 -1.51
C: -0.31 -0.30 1.55
H: 1.01 2.43 1.34
C: -0.26 -2.22 -1.79
H: -1.12 -1.59 -3.74
C: 0.89 0.28 -1.68
H: 0.10 0.63 -3.71
O: 0.15 -0.47 2.59
C: -0.48 -1.32 -2.91
H: 0.18 3.50 -0.28

The highest occupied orbital energy (alpha / beta) comes out at -11.343 / -11.324 eV. The spin multiplicity is 1. For the energy above the lowest of the compared OMol25 structures with the same formula, charge and spin, the calculation gives 0.0 kJ/mol. The HOMO-LUMO gap (alpha / beta) comes out at 6.99 / 6.97 eV. The LUMO energy (alpha / beta) is -4.4 / -4.4 eV. Its total charge is +1.



No. 4
Formula: C6H8Cl2O3S
Source: the OMol25 dataset
Level of theory: ωB97M-V/def2-TZVPD

Cartesian coordinates (Å):
H: -0.27 1.10 0.37
H: 1.47 1.32 -2.20
Cl: 1.12 -1.58 2.41
H: -0.43 3.51 -1.00
O: -1.45 -0.12 1.29
H: -2.89 -2.34 1.35
C: 0.79 -1.30 0.72
C: 0.51 2.93 -1.01
C: -1.97 -2.81 1.24
O: 2.94 1.17 0.31
C: 1.81 1.11 0.08
H: -0.30 1.30 -2.28
H: -1.30 -2.79 2.09
H: -1.88 -3.47 0.38
S: -1.02 -1.25 0.45
O: -1.26 -0.99 -0.98
C: 0.61 1.65 -1.81
Cl: 1.52 -2.63 -0.23
C: 0.56 1.62 -0.26
H: 1.43 3.56 -0.94

The highest occupied orbital energy (alpha / beta) comes out at -8.069 / -8.069 eV. The spin multiplicity is 1. For the energy above the lowest of the compared OMol25 structures with the same formula, charge and spin, the calculation gives 123.2 kJ/mol. The HOMO-LUMO gap (alpha / beta) comes out at 7.52 / 7.52 eV. The LUMO energy (alpha / beta) is -0.6 / -0.6 eV.



No. 5
Formula: C6H8ClF3O
Source: the OMol25 dataset
Level of theory: ωB97M-V/def2-TZVPD

Cartesian coordinates (Å):
C: -1.54 -1.04 0.38
H: 2.34 -1.72 -1.76
C: -1.23 0.98 -1.02
O: 0.84 -1.33 -0.55
C: 0.28 -1.01 0.64
F: -3.22 -0.34 -1.13
H: -0.21 1.01 -1.04
C: 2.19 -1.39 -0.70
C: -1.85 -0.38 -0.92
Cl: 2.99 0.34 -0.64
H: 0.31 -0.25 2.59
H: -1.57 -1.07 -1.82
F: -1.98 -2.35 0.28
H: 1.98 -0.55 1.85
C: 0.86 -0.79 1.82
H: -1.67 1.63 -0.39
H: 2.61 -1.97 0.12
H: -1.55 1.39 -2.02
F: -1.97 -0.44 1.54

The highest occupied orbital energy comes out at -10.032 eV. The spin multiplicity is 1. For the energy above the lowest of the compared OMol25 structures with the same formula, charge and spin, the calculation gives 0.0 kJ/mol. The HOMO-LUMO gap comes out at 10.69 eV. The SMILES is C=C(OCCl)C(F)(F)[C@H](C)F. The LUMO energy is 0.7 eV.



No. 6
Formula: C6H8ClN
Source: the OMol25 dataset
Level of theory: ωB97M-V/def2-TZVPD

Cartesian coordinates (Å):
H: 2.87 -2.00 -1.03
N: -0.59 0.43 -0.38
Cl: 2.94 0.29 -0.11
C: -0.89 0.27 0.91
C: -0.47 -0.87 1.60
H: -0.18 2.08 -1.59
H: 0.55 -2.85 1.65
C: -1.00 1.71 -0.90
H: -1.34 2.36 0.00
H: -1.76 1.44 -1.68
H: 1.69 -0.77 -1.68
H: -1.34 1.06 1.47
C: 1.99 -1.23 -0.76
H: -1.02 -1.01 2.47
C: 1.13 -1.96 0.00
C: 0.45 -1.83 1.17

The highest occupied orbital energy (alpha / beta) comes out at -8.003 / -8.223 eV. The spin multiplicity is 1. For the energy above the lowest of the compared OMol25 structures with the same formula, charge and spin, the calculation gives 464.6 kJ/mol. The HOMO-LUMO gap (alpha / beta) comes out at 7.37 / 6.99 eV. The LUMO energy (alpha / beta) is -0.6 / -1.2 eV.



No. 7
Formula: C6H8ClN2
Source: the OMol25 dataset
Level of theory: ωB97M-V/def2-TZVPD

Cartesian coordinates (Å):
N: 0.15 1.95 1.20
H: -2.74 0.41 0.78
H: 2.28 0.34 -0.53
H: -1.62 -0.12 2.03
C: -1.68 0.36 1.04
C: -0.96 -0.53 0.05
C: -1.09 1.73 1.13
C: 1.46 -2.29 -2.48
C: 0.45 -0.49 -0.39
N: 1.37 0.46 -0.09
H: -1.36 -1.55 0.06
H: 2.31 -2.76 -1.98
Cl: -0.95 0.02 -1.70
H: 0.72 -3.06 -2.72
C: 1.25 1.34 0.94
H: 2.13 1.60 1.51
H: -1.75 2.59 1.16

The highest occupied orbital energy (alpha / beta) comes out at -11.635 / -11.958 eV. The spin multiplicity is 1. For the energy above the lowest of the compared OMol25 structures with the same formula, charge and spin, the calculation gives 635.6 kJ/mol. The HOMO-LUMO gap (alpha / beta) comes out at 5.74 / 6.11 eV. The LUMO energy (alpha / beta) is -5.9 / -5.8 eV. Its total charge is +1.



No. 8
Formula: C6H8CuO6
Source: the OMol25 dataset
Level of theory: ωB97M-V/def2-TZVPD

Cartesian coordinates (Å):
H: -1.75 2.46 0.42
O: -4.53 1.96 2.38
Cu: -0.65 -0.09 2.93
O: -2.52 1.05 2.12
H: -3.07 1.52 -0.47
C: -3.76 0.87 2.36
C: -1.13 0.52 -0.37
O: -4.38 -0.16 1.78
H: -5.44 0.30 0.07
C: 0.35 -1.02 0.80
H: -0.54 0.93 -1.21
H: -6.57 1.71 2.52
C: -5.59 0.29 1.15
C: -2.15 1.49 0.12
H: -1.61 -0.40 -0.74
H: -5.97 2.45 1.00
O: 0.46 -1.36 2.00
H: -6.39 -0.41 1.41
O: -0.25 0.24 0.71
C: -5.79 1.68 1.75
O: 0.63 -1.61 -0.24

The highest occupied orbital energy (alpha / beta) comes out at -7.810 / -8.603 eV. The spin multiplicity is 2. For the energy above the lowest of the compared OMol25 structures with the same formula, charge and spin, the calculation gives 169.5 kJ/mol. The HOMO-LUMO gap (alpha / beta) comes out at 7.66 / 7.90 eV. The LUMO energy (alpha / beta) is -0.2 / -0.7 eV.



No. 9
Formula: C6H8F3NO4
Source: the OMol25 dataset
Level of theory: ωB97M-V/def2-TZVPD

Cartesian coordinates (Å):
H: -3.77 -1.16 2.30
O: 0.15 2.87 -0.59
F: -1.14 2.90 1.18
H: -2.39 -2.36 2.08
F: 0.72 1.85 1.36
N: 1.23 -0.46 -0.60
O: -2.48 -0.90 0.64
H: 2.79 -1.87 -2.20
C: -0.41 2.13 0.36
H: 0.93 2.51 -1.10
O: 2.14 1.20 -1.93
C: 2.13 0.07 -1.47
F: -1.48 0.70 -1.16
C: -1.59 -0.06 1.15
H: -3.75 -2.45 1.03
H: 1.36 -1.17 0.08
C: -3.16 -1.73 1.57
O: -1.24 0.09 2.29
H: 4.04 -0.75 -2.46
C: -1.02 0.81 0.07
C: 3.23 -0.97 -1.80
H: 3.70 -1.23 -0.78

The highest occupied orbital energy (alpha / beta) comes out at -10.728 / -9.569 eV. The spin multiplicity is 1. For the energy above the lowest of the compared OMol25 structures with the same formula, charge and spin, the calculation gives 353.1 kJ/mol. The HOMO-LUMO gap (alpha / beta) comes out at 9.28 / 7.03 eV. The LUMO energy (alpha / beta) is -1.5 / -2.5 eV.



No. 10
Formula: C6H8F5NO7P2S
Source: the OMol25 dataset
Level of theory: ωB97M-V/def2-TZVPD

Cartesian coordinates (Å):
H: 0.04 1.36 -2.55
N: 0.49 1.51 -1.65
F: -1.87 -1.39 1.04
O: 2.56 1.83 -2.57
O: 0.68 -2.50 0.45
P: 1.65 1.53 1.33
C: 1.23 0.15 0.17
C: -3.52 0.13 0.34
O: 2.77 -1.55 1.56
O: -0.57 -1.49 -1.91
H: 2.85 1.13 1.94
H: 1.97 2.61 0.49
O: 0.55 -1.04 2.59
F: -3.14 -1.98 -0.66
C: 2.25 0.03 -0.98
H: 1.06 -3.33 0.80
C: -0.06 0.71 -0.54
H: -0.19 -0.41 2.53
S: -1.26 -0.38 -1.34
O: -2.05 0.46 -2.20
F: -4.22 -0.34 1.36
P: 1.35 -1.31 1.26
O: 0.53 1.82 2.26
H: -0.58 1.38 0.14
F: -2.89 1.23 0.73
H: 2.06 -0.91 -1.49
C: -2.49 -0.95 -0.07
C: 1.87 1.20 -1.84
F: -4.34 0.41 -0.63
H: 3.26 0.08 -0.57

The highest occupied orbital energy comes out at -10.886 eV. The spin multiplicity is 1. The HOMO-LUMO gap comes out at 11.21 eV. The LUMO energy is 0.3 eV.



No. 11
Formula: C6H8FN
Source: the OMol25 dataset
Level of theory: ωB97M-V/def2-TZVPD

Cartesian coordinates (Å):
C: -0.49 -1.08 0.04
H: 1.65 -0.45 0.33
H: -1.56 -1.85 1.69
C: 0.88 -1.23 -1.52
H: 2.18 -0.62 -2.76
C: -0.28 -1.99 -0.99
H: -0.39 1.58 -0.90
H: 0.58 1.79 0.53
C: 0.70 -0.22 -0.28
H: 1.30 1.68 -1.16
N: 1.71 -1.38 -2.43
H: -1.67 -0.04 1.50
C: 0.54 1.36 -0.52
H: -2.56 -1.14 0.26
C: -1.66 -1.02 0.96
F: -0.88 -3.16 -1.29

The highest occupied orbital energy comes out at -8.899 eV. The spin multiplicity is 1. For the energy above the lowest of the compared OMol25 structures with the same formula, charge and spin, the calculation gives 237.8 kJ/mol. The HOMO-LUMO gap comes out at 9.64 eV. The SMILES is [H]/N=C1/C(F)=C(C)[C@@H]1C. The LUMO energy is 0.7 eV.



No. 12
Formula: C6H8FN
Source: the OMol25 dataset
Level of theory: ωB97M-V/def2-TZVPD

Cartesian coordinates (Å):
H: 1.63 1.33 1.03
H: -0.84 -1.81 -1.24
C: -0.58 -0.64 0.38
C: 0.93 0.55 1.04
H: -2.34 -2.05 0.30
F: 1.76 -1.44 -0.12
H: -0.44 -1.07 1.33
C: -0.01 1.34 -0.86
H: -0.58 2.19 -1.37
C: 0.80 -0.52 -0.18
H: 0.86 0.26 2.09
C: -0.49 0.90 0.53
H: 1.56 0.32 -2.19
N: -1.60 -1.16 -0.49
H: -1.39 1.43 1.07
C: 0.74 0.38 -1.34

The highest occupied orbital energy comes out at -9.042 eV. The spin multiplicity is 1. For the energy above the lowest of the compared OMol25 structures with the same formula, charge and spin, the calculation gives 553.4 kJ/mol. The HOMO-LUMO gap comes out at 9.62 eV. The LUMO energy is 0.6 eV.



No. 13
Formula: C6H8KLiO6
Source: the OMol25 dataset
Level of theory: ωB97M-V/def2-TZVPD

Cartesian coordinates (Å):
O: -0.50 -0.34 2.10
O: 1.54 0.76 -0.81
H: -2.68 -0.43 1.31
O: 1.02 2.08 0.83
K: -0.29 2.99 -0.97
C: 1.68 1.11 0.49
C: 2.35 -0.35 -1.18
Li: -0.89 1.47 1.58
O: -1.13 -1.32 0.21
C: -2.48 0.61 -0.56
H: -3.55 0.89 -0.60
C: -2.42 -0.67 0.26
C: -0.22 -1.15 1.19
C: 2.39 -1.25 0.06
H: -3.13 -1.41 -0.13
H: 3.41 -1.52 0.36
H: 3.36 0.01 -1.44
H: 1.89 -0.88 -2.02
H: 1.77 -2.13 -0.13
H: -2.19 0.35 -1.60
O: -1.71 1.63 -0.04
O: 1.80 -0.44 1.09

The highest occupied orbital energy (alpha / beta) comes out at -7.674 / -5.899 eV. The spin multiplicity is 1. For the energy above the lowest of the compared OMol25 structures with the same formula, charge and spin, the calculation gives 353.9 kJ/mol. The HOMO-LUMO gap (alpha / beta) comes out at 7.32 / 5.57 eV. The LUMO energy (alpha / beta) is -0.4 / -0.3 eV.



No. 14
Formula: C6H8LiO6Pt
Source: the OMol25 dataset
Level of theory: ωB97M-V/def2-TZVPD

Cartesian coordinates (Å):
O: -0.56 1.09 0.15
C: -2.30 -0.62 -0.82
H: -2.71 1.26 -0.08
C: 2.14 1.38 1.45
O: -0.25 -2.08 -1.71
O: 1.37 -0.10 -0.17
H: 2.88 1.35 2.26
H: -3.39 -0.62 -0.99
C: -0.65 -1.23 -2.54
Li: 0.77 -1.33 2.61
C: 0.29 0.20 0.74
C: -1.99 0.48 0.18
H: 2.93 1.18 -0.59
H: 3.32 -0.19 0.51
Pt: 0.72 -2.19 0.01
H: 1.91 2.42 1.18
H: -2.06 -1.61 -0.42
H: -2.24 0.56 1.25
O: -1.69 -0.44 -2.10
O: -0.33 -0.92 1.11
C: 2.56 0.56 0.23
O: 0.96 0.73 1.89

The highest occupied orbital energy (alpha / beta) comes out at -1.370 / -2.831 eV. The spin multiplicity is 3. For the energy above the lowest of the compared OMol25 structures with the same formula, charge and spin, the calculation gives 0.0 kJ/mol. The HOMO-LUMO gap (alpha / beta) comes out at 3.72 / 5.54 eV. The LUMO energy (alpha / beta) is 2.3 / 2.7 eV. Its total charge is -1.